# 1
Computed, not measured: a molecular structure, F4Li3Sr3 at a distorted geometry, with ωB97M-V/def2-TZVPD.

- E (eV) = -13927.1437
- frontier orbital gap (eV) = 2.6

ORCA input file:
```
! RIJCOSX wB97M-V def2-TZVPD def2/J DEFGRID3
* xyz 5 1
Sr 0.78577 13.63586 17.69207
Sr -1.55809 6.20723 18.69718
Sr -1.65922 10.64806 21.91735
Li -3.71314 11.78904 17.09932
Li 1.11537 8.36607 15.81521
Li 3.52872 9.28653 19.24372
F 2.10322 6.26428 17.90232
F 0.04893 10.07186 18.37255
F 2.28413 11.12952 15.03720
F -1.98042 7.63603 15.42517
*
```

***

# 2
Computed, not measured: a molecular structure, F4Mg2 at a distorted geometry, with ωB97M-V/def2-TZVPD.

- energy above the lowest of the compared OMol25 structures with the same formula, charge and spin (kcal per mole) = 15.9
- E (eV) = -21764.5196
- frontier orbital gap (eV) = 7.8

ORCA input file:
```
! RIJCOSX wB97M-V def2-TZVPD def2/J DEFGRID3
* xyz 0 1
Mg 0.61855 1.33689 0.75705
Mg -1.44119 -1.74938 -0.51437
F 0.27029 -2.53240 -0.98313
F 2.01318 0.22863 0.08117
F -0.87347 -0.04918 0.05702
F -0.58736 2.76544 0.60226
*
```

***

# 3
Computed, not measured: 2 unconnected molecules or ions with the total composition F4N at a distorted geometry, with ωB97M-V/def2-TZVPD.

- <S²> = 2.005
- E (eV) = -12338.7228
- frontier orbital gap (alpha / beta) (eV) = 13.5 / 10.7

ORCA input file:
```
! RIJCOSX wB97M-V def2-TZVPD def2/J DEFGRID3
* xyz 1 3
N 0.19232 0.14811 0.02630
F -0.12817 1.21119 0.61160
F 1.26102 -0.46098 0.28409
F -1.28697 -1.05857 0.39524
F -0.03819 0.16026 -1.31723
*
```

***

# 4
Computed, not measured: 2 unconnected molecules or ions with the total composition F4N2 at a distorted geometry, with ωB97M-V/def2-TZVPD.

- energy above the lowest of the compared OMol25 structures with the same formula, charge and spin (kcal per mole) = 8.8
- E (eV) = -13840.9052
- frontier orbital gap (alpha / beta) (eV) = 10.2 / 10.2

ORCA input file:
```
! RIJCOSX wB97M-V def2-TZVPD def2/J DEFGRID3
* xyz 0 1
N -0.93845 0.21640 -0.40228
N 0.93478 0.39695 0.39396
F -1.75385 0.61308 0.66110
F -1.09516 -1.05825 -0.46971
F 1.69668 0.77473 -0.63801
F 1.15601 -0.94291 0.45494
*
```